1.
Formula: C31H25ClI2N5O10
Source: the Open Molecules 2025 dataset
Level of theory: ωB97M-V/def2-TZVPD

XYZ file:
```
74
Properties=species:S:1:pos:R:3
C -1.7802 3.3754 2.7441
C 3.6235 -2.7157 -3.6744
O 2.7311 -5.6176 -4.6038
C -2.7313 -3.2100 2.7134
C -3.7632 -2.5738 2.0106
C -1.4533 4.3102 4.9684
C -1.5746 -7.7321 -3.3725
H 1.4691 7.8832 2.5747
H -1.5003 -7.6895 -5.5266
C -0.9126 -7.4297 -2.1815
C 4.8114 -2.1641 -3.1914
C -2.1656 -1.8898 0.3280
H -1.3825 -7.6554 -1.2266
C 3.5701 -0.8666 -1.5707
H 1.4845 -2.7929 -3.4915
H -1.8274 3.4847 1.6626
C -3.4736 -1.9129 0.8152
H -1.9458 -1.3799 -0.6084
C -1.6674 3.0472 5.5237
Cl -5.7710 0.0642 -0.8258
C 4.7864 -1.2405 -2.1453
C -0.9793 -7.4481 -4.6027
H 0.8527 -6.6048 -1.2774
C -1.1383 -2.5177 1.0340
H 0.7308 -6.6323 -5.6149
H -1.6267 2.9138 6.6026
C 3.0401 7.2530 1.2385
H -4.2682 -1.4186 0.2607
H 0.3209 7.3730 -1.5394
O -2.0899 -4.4595 4.5613
C -1.9375 1.9559 4.6965
C -1.4152 -3.1794 2.2319
C 3.3670 6.9309 -0.0860
H -0.2591 7.9660 0.7978
H 3.6510 -3.4327 -4.4920
C -1.9898 2.1166 3.3108
H -0.6036 -3.6639 2.7702
H -2.1093 0.9742 5.1344
C 2.3912 6.9677 -1.0909
H -2.5613 -8.1912 -3.3418
I -3.9086 2.7321 -0.7881
C 0.7589 7.6699 0.5504
H 2.6300 6.7154 -2.1220
O 5.0040 6.3183 -1.6126
C 1.0849 7.3384 -0.7659
H 5.7163 -0.8138 -1.7753
O 2.8158 -5.6510 -2.4117
H 3.5675 -0.1456 -0.7561
N 1.1001 -1.0602 -1.4339
H -4.7882 -2.5855 2.3753
N -1.3179 5.8007 2.9893
I -7.4537 2.8238 -0.7868
O -1.4149 5.9082 1.7584
O 1.1210 -0.2273 -0.5155
C 0.2817 -6.8502 -4.6482
H -1.2439 5.1506 5.6267
C 2.3797 -1.4300 -2.0507
C 1.7312 7.6250 1.5509
H -0.1213 -2.4941 0.6486
H 3.7863 7.2229 2.0295
O -1.0683 6.7409 3.7584
H -2.1979 1.2607 2.6726
C 2.4012 -2.3516 -3.1059
H 5.7627 -2.4568 -3.6324
N -3.0331 -3.9256 3.9589
O -4.2138 -3.9585 4.3344
C 0.3499 -6.8343 -2.2144
C -5.7110 1.7590 0.0094
C 0.9408 -6.5406 -3.4510
C -1.5168 4.4707 3.5774
O 5.5772 6.5243 0.4951
N 2.2567 -5.8916 -3.4920
N 4.7471 6.5637 -0.4253
O 0.0732 -1.6049 -1.8638
```

Properties
- E_LUMO: 0.27 eV
- Kohn-Sham gap: 0.154 Eh
- Net charge: -1



2.
Formula: C31H26AuBr2N2P
Source: the Open Molecules 2025 dataset
Level of theory: ωB97M-V/def2-TZVPD

XYZ file:
```
63
Properties=species:S:1:pos:R:3
C 2.2691 4.3204 -3.0762
H -1.8853 -2.4687 -4.1407
H -2.4090 1.0527 5.4305
C -1.2564 -1.6038 -4.0153
C -0.1620 -1.4730 0.3050
H 2.0856 -3.1669 -1.5873
H -0.6471 -0.0318 4.0986
C -0.3494 -1.2383 -5.0055
C 0.2656 0.6534 -3.6574
C 1.3866 -0.0733 2.3375
C 3.5854 -0.1561 4.0200
C -2.4017 1.4693 1.5668
C 0.0494 -3.7584 -1.2485
H 2.0116 1.9381 1.8846
H 1.6759 2.0697 -5.5080
N 0.9637 2.5004 -2.2517
C -3.2985 2.1956 2.3730
C 1.5936 3.6579 -2.0719
H 0.7258 -2.9060 4.0506
C 2.2991 3.7369 -4.3395
H -3.1566 2.2452 -0.2723
H 3.9472 1.8699 3.4171
C 0.7184 -2.4241 3.0755
C -2.4782 1.5047 0.1358
C 2.7420 -1.2485 3.9123
P -0.0422 0.0690 1.2358
N -0.5948 0.2725 -2.7106
C 0.4393 -0.1104 -4.8115
C 2.2217 1.0440 2.4593
Br -0.2220 -2.2415 -6.6025
H -3.1605 -1.2899 0.3551
C 3.3107 1.0055 3.3075
C -1.4128 0.5510 3.6090
H -2.0148 -1.0708 -2.0910
C -1.2795 -2.3124 0.1782
C -1.3267 -0.8154 -2.8835
C -2.3848 1.1907 4.3615
H 2.7633 5.2578 -2.8878
H -3.1788 -2.9585 0.8857
Br 3.2036 4.5603 -5.7799
H -4.0370 2.5573 4.3421
H 4.4474 -0.2103 4.6692
H 1.5559 4.0749 -1.0780
H -2.4295 -1.7171 1.8907
H -0.3091 -2.1465 2.8433
C -1.1345 -3.4587 -0.5986
C -3.3110 2.0317 3.7415
C 1.0435 -1.7834 -0.3423
C 0.9905 1.9235 -3.4624
Au -0.4208 1.6366 -0.6940
H -1.9772 -4.1291 -0.6888
H 1.1654 0.1504 -5.5611
H -2.5944 0.5366 -0.3400
H 1.0506 -3.1620 2.3455
C 1.6557 2.5189 -4.5289
H -4.0221 2.8384 1.8942
C -1.4278 0.6599 2.2233
H 0.1168 -4.6483 -1.8566
C 1.1520 -2.9216 -1.1085
H 2.9371 -2.1342 4.4985
C -2.5776 -2.0542 0.8666
H 1.9023 -1.1400 -0.1978
C 1.6272 -1.2401 3.0836
```

Properties
- E_LUMO: -8.68 eV
- Kohn-Sham gap: 0.202 Eh
- Net charge: +2



3.
Formula: C31H26Br2ClF2N5O6P2
Source: the Open Molecules 2025 dataset
Level of theory: ωB97M-V/def2-TZVPD

XYZ file:
```
75
Properties=species:S:1:pos:R:3
C -1.0217 -5.2267 -4.6363
C 1.6776 -2.4014 1.6882
O 0.4141 -5.9609 -7.5676
O 2.7210 -6.4808 -6.2131
N -0.3384 -4.1307 0.2120
O 3.9332 -4.2838 -4.6577
C -2.7232 -2.0819 8.6839
H 2.6503 -2.9337 1.3548
C 0.5504 -5.1562 -4.6671
O 1.9614 -3.9993 -6.8648
H 0.2524 3.2768 -1.9967
C -2.5894 6.7251 -0.6184
N 0.1000 0.3739 -0.2772
H 5.2298 7.0182 -2.8242
H 1.4850 6.4681 -0.8089
C -0.9654 2.1483 0.9527
Br 0.8441 -3.6277 4.3608
H 1.8759 5.0627 -4.6444
H 3.7153 -3.3158 -4.7368
C 1.3576 -4.9608 -3.3182
H -2.0582 6.3266 -1.4771
C -2.9485 8.0620 -0.5594
C -0.8221 -3.4425 9.1927
H -2.3810 -2.9897 10.6032
C 0.3682 1.2649 -1.2460
H -0.2416 -4.0505 9.8754
C -3.6297 8.5095 0.5633
F -1.7972 -5.4375 -5.8079
C -0.5587 0.8328 0.7997
C -1.0591 -4.8999 -2.0096
H -3.9291 9.5487 0.6461
H -2.7318 -1.3484 6.6573
C 0.8397 -4.7175 -0.5036
Br -1.3184 -5.5078 2.7942
C 3.6602 6.0110 -3.8951
H 1.2209 -1.8387 0.8029
H 0.5699 -6.9403 -7.5118
H 2.0114 -1.6672 2.5142
N -2.8591 5.8351 0.3508
Cl 3.7772 -3.3212 -1.7858
H -4.4537 7.9258 2.4690
C -0.6734 3.0474 -0.0629
C -0.2579 -4.2577 1.6774
C -0.3922 -3.2346 7.8921
H 0.5336 -3.6733 7.5331
H -3.6550 -1.6057 8.9622
P 1.4236 -5.3469 -6.3222
N -1.0616 -2.4964 6.9922
F -3.2571 -5.1638 -3.2608
C -2.2102 -1.9376 7.4048
N 1.5760 5.7284 -2.7239
C 4.2074 6.6572 -2.7960
H -1.4961 2.4624 1.8429
P 3.2408 -4.8477 -3.1928
O -2.6411 -5.0052 -0.1407
C 3.4303 6.8359 -1.6608
H -0.9741 4.0862 0.0205
C 0.4939 -4.8641 -2.0421
H -0.7605 0.0927 1.5682
O 1.9085 -5.0852 0.0429
C 0.0076 2.6013 -1.1860
C -3.9230 7.6110 1.5791
C 2.1309 6.3553 -1.6738
C 0.6911 -3.4411 2.3816
H 0.8994 0.8677 -2.1051
H 4.2382 5.8539 -4.7971
H 2.8468 -6.7499 -5.2750
C -3.5175 6.2950 1.4268
H -3.7203 5.5557 2.1952
C -1.8550 -5.0904 -3.3105
H -2.7023 8.7358 -1.3704
H 3.8248 7.3367 -0.7855
C -2.0117 -2.8516 9.5928
C -1.4825 -4.7099 -0.4896
C 2.3495 5.5702 -3.8100
```

Properties
- Structure (SMILES): C/C(Br)=C(/Br)N1C(=O)c2c(F)c(F)c(P(=O)(O)O)c(P(O)Cl)c2C1=O.c1ccncc1.c1ccncc1.c1ccncc1.c1ccncc1
- E_LUMO: -1.82 eV
- Kohn-Sham gap: 0.261 Eh



4.
Formula: C31H26BrF3N4O4RuS2
Source: the Open Molecules 2025 dataset
Level of theory: ωB97M-V/def2-TZVPD

XYZ file:
```
72
Properties=species:S:1:pos:R:3
C -4.9636 0.8630 -3.7535
C 2.9584 -0.2289 1.6257
H 3.9886 0.1026 1.7339
C -0.1432 -2.0422 3.7733
O -0.0307 2.1790 -0.7143
H -6.3939 0.8678 -0.6867
H 5.8371 4.8926 0.0107
C -3.1829 -4.1688 -3.4330
H -0.1747 1.3745 3.6836
H 2.1872 0.6339 3.4363
H 0.9347 -1.2592 7.3919
O -1.6500 2.3169 -2.2124
C -0.6672 4.3633 -1.4206
H 2.4776 2.4190 -0.9265
H -3.9263 -4.2608 -4.2113
C 2.0264 0.7085 2.3622
H 3.4473 4.6498 -0.5874
C -2.5985 -5.2819 -2.8480
H -1.1576 -5.9190 -1.3757
C -3.7017 0.4966 -3.3379
H -6.9565 1.2958 -3.0787
C -1.6486 -5.0908 -1.8636
H 0.7183 -3.6049 6.6469
H -2.8724 -6.2826 -3.1532
C 6.2118 2.7835 -0.0064
O -1.4340 -0.0593 -3.7124
C -0.7844 2.8215 -1.4551
H 4.4787 -0.7652 -0.5630
N -1.8717 -2.7094 -2.0484
H -5.1361 1.0281 -4.8076
H -4.0618 0.2337 -0.0965
C -0.2924 0.3987 3.2089
C -0.0202 -0.7178 4.1886
O -2.7077 0.3901 -5.4995
F 0.6182 4.7306 -1.5029
H 6.2934 0.6414 -0.1013
H 0.0191 -4.1033 4.3281
C 4.3272 1.3825 -0.5353
H -0.4564 -2.2650 2.7589
H 3.3494 -0.1151 -1.7479
H 7.2582 2.8853 0.2483
C -4.3547 0.4089 -1.1231
H -3.2272 -2.0365 -3.4445
C 0.3699 -0.4434 5.4918
S -1.3504 -0.4380 0.4563
C -5.9551 1.0040 -2.7930
C -2.5649 0.2832 -4.3174
C -5.6479 0.7684 -1.4617
C -1.3276 -3.7864 -1.5127
S 0.9000 -0.5248 -1.8231
Br 0.0009 -3.5962 -0.1650
H 2.1915 1.7412 2.0404
C 0.6341 -1.4813 6.3769
N 0.6427 0.3361 2.0850
C 0.5131 -2.7963 5.9583
C 5.6671 1.5208 -0.2009
C 5.4142 3.9084 -0.1401
C -2.7886 -2.9185 -3.0016
C 3.5269 2.5151 -0.6709
F -1.1520 4.8188 -0.2554
N 2.6257 -0.2191 0.2040
C 3.7295 0.0099 -0.7364
C 4.0713 3.7735 -0.4729
C 0.1226 -3.0767 4.6541
H 2.8642 -1.2495 2.0078
C 1.3289 -0.2397 -0.1304
C 0.3285 -0.0843 0.8521
H -1.3063 0.3488 2.8177
F -1.3340 4.9483 -2.4078
N -3.4075 0.2742 -2.0506
H 0.4612 0.5851 5.8218
Ru -1.2754 0.0613 -1.7769
```

Properties
- Energy above the lowest of the compared OMol25 structures with the same formula, charge and spin: 12.1 kJ/mol
- E_LUMO (alpha / beta): -3.54 / -5.71 eV
- Kohn-Sham gap (alpha / beta): 0.245 / 0.219 Eh
- <S²>: 8.783
- Net charge: +1
- 2S+1: 6